No. 1
Formula: C3H5ClS
Source: OMol25
Level of theory: ωB97M-V with the def2-TZVPD basis set

```
10
Properties=species:S:1:pos:R:3:forces:R:3
C 0.792162 0.264355 -0.045452 2.8741 0.0419 -3.0455
C -0.530149 -0.324043 0.094527 0.4115 -0.9132 0.0573
C -1.203955 -0.648166 -0.978701 -0.1011 -0.5789 -1.4403
H 1.446875 1.033010 2.366311 -1.3060 1.6249 -3.5066
H 0.667999 0.627107 -1.219511 1.3394 -0.6833 2.9342
H 1.845365 -0.389914 0.109736 -3.3229 1.3091 -0.6045
H -2.047653 -1.284189 -0.919262 -1.0664 -0.1038 0.0266
H -0.810133 -0.437757 -1.995740 -0.2566 -0.1564 0.9432
S 0.918763 1.727610 0.899837 1.9293 0.0654 4.0342
Cl -1.079275 -0.568012 1.688253 -0.5011 -0.6057 0.6013
```
Forces are in eV/Å.

Properties
HOMO ... -9.1389 eV
Energy above the lowest of the compared OMol25 structures with the same formula, charge and spin ... 45.7 kcal/mol
LUMO energy ... 0.224 eV



No. 2
Formula: C5H9FO
Source: OMol25
Level of theory: ωB97M-V with the def2-TZVPD basis set

```
16
Properties=species:S:1:pos:R:3:forces:R:3
C -1.405478 0.207019 0.559175 -2.3272 -0.8500 1.1398
C -0.739698 1.420851 0.056077 -1.0280 1.3649 -1.2504
C 0.562721 1.618556 -0.088301 1.9047 -2.1469 -1.5580
C 1.632847 0.502988 -0.281823 0.1796 -0.2978 -0.0171
C 1.445885 -0.822830 0.435992 -2.8518 1.0026 0.1234
H -1.072633 -1.132754 -0.784716 -2.6246 0.7916 0.4467
H -2.392650 0.365679 1.123978 1.7749 0.6187 -0.3981
H -0.641391 -0.113456 1.280305 -0.8783 -1.3737 -0.1167
H -1.469618 2.124062 -0.328662 0.3391 0.7752 0.2374
H 1.164690 2.365322 -0.587991 -1.4202 1.5698 0.1754
H 2.626914 0.847472 0.212334 -1.3172 -0.2586 -1.3765
H 1.686761 0.366884 -1.502165 0.3474 0.2251 3.1879
H 1.188284 -0.641104 1.534221 0.1569 -0.5285 -1.5715
H 2.316815 -1.370692 0.362481 1.5814 -1.6216 -0.2256
O -1.951325 -0.711389 -0.452378 3.5912 0.0456 0.0391
F 0.358418 -1.631090 -0.197498 2.5721 0.6836 1.1643
```
Forces are in eV/Å.

Properties
SMILES ... OC/C=C\CCF
HOMO ... -9.6555 eV
Energy above the lowest of the compared OMol25 structures with the same formula, charge and spin ... 68.7 kcal/mol
LUMO energy ... 0.675 eV



No. 3
Formula: C6H10O
Source: OMol25
Level of theory: ωB97M-V with the def2-TZVPD basis set

```
17
Properties=species:S:1:pos:R:3:forces:R:3
C 2.590937 0.275471 0.087203 0.0752 0.0491 -0.0220
C 1.098617 0.070256 0.326667 -0.0263 -0.0667 0.0268
C 0.221701 1.260148 0.049607 -0.1176 -0.0409 -0.0149
C -1.086160 1.192725 -0.240015 0.1502 0.0360 0.0303
C -1.892675 -0.024582 -0.384433 0.0442 -0.2393 0.0625
C -1.678902 -1.198949 0.226785 0.1141 0.3849 -0.0051
O -2.359367 -2.347942 -0.009668 -0.2096 -0.0064 -0.1666
H 2.802582 0.474446 -0.968619 -0.0368 0.0233 0.1388
H 2.990031 1.106550 0.679005 -0.0757 -0.0849 -0.0817
H 3.137869 -0.629865 0.372496 -0.0310 0.1665 -0.0658
H 0.952697 -0.252254 1.367984 0.0445 0.0408 -0.1212
H 0.746005 -0.763119 -0.295526 0.0512 0.0529 0.1102
H 0.690394 2.244649 0.085117 -0.0777 -0.1576 0.0296
H -1.614503 2.124226 -0.442386 0.1158 -0.1391 0.0232
H -2.734693 0.035636 -1.076522 0.1062 -0.0215 0.0428
H -0.940491 -1.349539 1.005805 -0.1143 0.0623 -0.1230
H -2.924040 -2.217853 -0.783504 -0.0123 -0.0594 0.1362
```
Forces are in eV/Å.

Properties
SMILES ... CC/C=C\C=C\O
HOMO ... -8.1844 eV
Energy above the lowest of the compared OMol25 structures with the same formula, charge and spin ... 19.8 kcal/mol
LUMO energy ... 0.932 eV



No. 4
Formula: C4H2F3NO2S2
Source: OMol25
Level of theory: ωB97M-V with the def2-TZVPD basis set

```
14
Properties=species:S:1:pos:R:3:forces:R:3
C 0.847528 -0.312930 -0.962793 1.6962 -1.7849 4.1670
C -0.028429 -0.059679 0.064193 -0.7782 -0.6988 -0.5270
C 2.154325 -0.741238 -0.773685 0.7372 0.3763 0.7069
C -1.385392 0.538537 -0.314452 1.1349 1.6877 1.2091
N 2.337981 1.436496 0.390076 0.5381 -1.5952 -0.4786
O 3.418915 1.636044 0.907224 -1.6085 0.8027 -0.3322
O 1.268782 1.985813 0.358410 1.2905 1.1626 1.0227
F -2.280996 -0.375971 -0.517709 -1.3018 -1.4807 -0.2977
F -1.270723 1.279482 -1.399385 0.1675 0.2521 -1.1549
F -1.911840 1.398540 0.616182 0.6488 -0.8036 0.0982
S 3.587795 -1.325004 -0.546832 -1.6702 0.3514 -0.4585
S 0.188109 -0.745111 1.625413 -1.5553 0.1199 0.8324
H 0.553546 0.025091 -1.836035 -0.9216 1.5710 -4.4994
H -1.174970 -0.662774 1.993789 1.6224 0.0396 -0.2877
```
Forces are in eV/Å.

Properties
HOMO (alpha / beta) ... -9.1032 / -7.6976 eV
Energy above the lowest of the compared OMol25 structures with the same formula, charge and spin ... 66.9 kcal/mol
LUMO energy (alpha / beta) ... -1.286 / -1.489 eV